1.
Computed, not measured: a cluster of 9 separate species, C54H80N4O28 in total at a distorted geometry, with ωB97M-V with the def2-TZVPD basis set.

## Properties
- Calculated total energy: -120572.0864 eV
- Spin multiplicity: 1
- Gap between HOMO and LUMO: 6.449 eV
- Highest occupied orbital energy: -8.6 eV
- Maximum force: 0.1049 hartree/bohr

```
166
Properties=species:S:1:pos:R:3:mulliken_charge:R:1
O -3.17334 -1.68886 3.90424 -0.66
C -2.18046 -2.17898 3.24492 0.69
C -1.73274 -3.52484 3.42645 -0.79
C -0.72591 -4.07858 2.71094 0.29
O -0.31360 -5.39906 3.01623 -0.60
C 0.02904 -3.36760 1.70694 0.69
O 1.07130 -3.85006 1.23404 -0.68
C -0.48421 -2.11064 1.35334 -0.24
C -1.41055 -1.48592 2.16833 -0.46
O -1.75693 -0.19714 1.89666 -0.25
H -2.24904 -4.04624 4.21889 0.50
H 0.63531 -5.42132 2.87250 0.30
H 0.01550 -1.57954 0.55671 0.94
H -2.66888 -0.07430 2.17028 0.13
O 2.96415 -5.50904 2.77316 -0.73
C 3.75249 -4.78550 3.42089 0.77
C 4.21195 -5.03458 4.81033 -0.90
C 5.08799 -4.25423 5.44231 0.37
O 5.63871 -4.63627 6.55781 -0.53
C 5.72558 -3.04022 4.78749 0.54
O 6.61593 -2.33879 5.29566 -0.66
C 5.16479 -2.76664 3.45283 -0.53
C 4.22057 -3.50335 2.89035 0.04
O 3.78489 -3.10331 1.65798 -0.10
H 3.75432 -5.76416 5.46202 0.41
H 6.27666 -3.96468 6.80999 0.34
H 5.47442 -1.90687 2.87722 0.75
H 3.13338 -3.77969 1.45887 0.17
O 0.16782 2.23198 -8.40726 -0.72
C 1.15845 2.34524 -7.61163 1.07
C 1.96315 1.20524 -7.32746 -0.66
C 2.99954 1.29793 -6.43284 0.22
O 3.63135 0.18608 -6.00496 -0.57
C 3.40033 2.54678 -5.73864 0.68
O 4.23015 2.71860 -4.86101 -0.60
C 2.61758 3.70187 -6.12091 -0.72
C 1.50756 3.58854 -6.89339 0.27
O 0.74583 4.64285 -7.30049 -0.58
H 1.76204 0.23647 -7.76041 0.49
H 4.32930 0.50286 -5.42693 0.33
H 2.90999 4.67326 -5.75038 0.43
H 0.20073 4.28715 -8.00615 0.35
O 7.33275 -3.26409 -1.70561 -0.61
C 7.40709 -2.42306 -0.81996 0.40
C 6.80382 -1.02604 -0.92515 -1.01
C 7.06350 -0.00445 -0.11490 0.68
O 6.59351 1.21501 -0.33837 -0.45
C 7.99588 -0.14843 1.14634 0.64
O 8.33432 0.74715 1.90409 -0.63
C 8.45489 -1.50744 1.31754 -0.87
C 8.16489 -2.55385 0.49345 0.73
O 8.47623 -3.82902 0.82754 -0.55
H 6.19908 -0.79164 -1.78872 0.57
H 6.72786 1.75424 0.44443 0.33
H 9.01591 -1.72730 2.21382 0.43
H 8.15567 -4.40758 0.13176 0.34
O -1.44291 -1.76284 -3.03456 -0.67
C -0.27128 -1.31336 -2.90793 0.71
C 0.68607 -1.90211 -1.99466 -1.21
C 1.97269 -1.39148 -1.78681 -0.22
O 2.85293 -1.90050 -0.88435 -0.44
C 2.49617 -0.32720 -2.54058 1.34
O 3.62196 0.14474 -2.36051 -0.52
C 1.46958 0.41601 -3.35829 -0.06
C 0.23658 -0.03304 -3.54210 0.01
O -0.61667 0.60592 -4.30276 -0.45
H 0.38726 -2.63594 -1.26076 0.76
H 3.62508 -1.34404 -0.75891 0.21
H 1.73371 1.31884 -3.88889 0.59
H -1.46838 0.20999 -4.50134 0.41
C -0.13083 5.17695 4.14992 -0.79
O -0.39380 4.99323 2.78915 -0.43
C -0.72122 3.62777 2.62475 0.35
C -0.62188 3.26435 1.13432 -0.52
N 0.82772 3.29279 0.67666 -0.13
C 0.88516 2.88547 -0.77490 -0.73
C 2.20844 3.17759 -1.37983 0.16
O 2.49109 4.60105 -1.22933 -0.46
C 3.75173 5.01726 -1.74504 -0.56
H -0.10190 6.26283 4.24006 0.35
H 0.84961 4.72380 4.29659 0.31
H -0.76335 4.85424 4.97688 0.28
H -1.66059 3.35169 3.10377 0.51
H -0.03824 2.95611 3.14485 -0.57
H -1.10781 3.97814 0.46914 0.58
H -1.15126 2.33484 0.92490 0.02
H 1.28448 4.19359 0.68248 0.28
H 0.14317 3.43943 -1.34994 0.75
H 0.74299 1.81596 -0.93000 0.13
H 2.34958 2.85608 -2.41173 -0.11
H 2.98193 2.73805 -0.75006 0.15
H 3.77881 6.10107 -1.63224 0.32
H 3.88709 4.85137 -2.81380 0.12
H 4.58496 4.55398 -1.21664 0.23
C -7.78635 -5.73259 1.05782 -0.84
O -7.45159 -4.34211 0.98462 -0.28
C -8.26476 -3.63953 1.98305 -0.73
C -7.97355 -2.12430 1.81426 -0.49
N -6.66812 -1.86568 2.31061 -0.33
C -6.33640 -0.43564 1.94827 -0.81
C -5.55917 -0.41141 0.61164 -0.65
O -4.22387 -0.91845 0.64586 -0.05
C -3.44021 -0.62241 -0.59323 -0.70
H -8.72335 -5.97582 0.55686 0.31
H -7.75937 -6.21079 2.03695 0.32
H -7.02617 -6.33368 0.55890 0.27
H -7.85147 -4.00086 2.92471 0.36
H -9.32744 -3.87808 1.93924 0.46
H -8.72193 -1.49975 2.30208 0.49
H -8.06919 -1.97199 0.73920 0.24
H -6.00191 -2.39966 1.77104 0.24
H -5.61820 -0.01314 2.65097 0.29
H -7.22918 0.18744 2.00130 0.41
H -5.53402 0.66508 0.44239 0.42
H -6.11897 -0.92341 -0.17103 0.36
H -4.01002 -0.84929 -1.49430 0.53
H -2.52197 -1.20543 -0.66418 -0.14
H -3.19105 0.43780 -0.54893 0.36
C -6.64508 -2.19430 -6.29325 -0.68
O -5.68333 -1.17821 -6.41548 -0.27
C -4.33474 -1.58494 -6.53067 -0.70
C -3.22043 -0.50194 -6.34150 -0.64
N -3.16457 0.01094 -4.95540 -0.28
C -4.08030 1.16568 -4.78796 -0.64
C -3.72492 2.36723 -5.73113 -0.35
O -4.52858 3.44234 -5.24864 -0.37
C -4.57692 4.55376 -6.12401 -0.71
H -6.23800 -2.78795 -5.47474 0.32
H -6.52853 -2.78048 -7.20480 0.28
H -7.65573 -1.85622 -6.06432 0.22
H -4.06337 -2.07246 -7.46703 0.38
H -4.19091 -2.30015 -5.72080 0.37
H -3.42999 0.28846 -7.06224 0.33
H -2.21628 -0.88497 -6.52335 0.32
H -3.48038 -0.68334 -4.29334 0.04
H -3.77213 1.52525 -3.80620 0.28
H -5.13187 0.92066 -4.63876 0.34
H -3.93961 2.14674 -6.77679 0.42
H -2.65404 2.51665 -5.59331 0.16
H -4.88411 5.32406 -5.41665 0.27
H -5.22896 4.22895 -6.93484 0.29
H -3.56295 4.77638 -6.45628 0.26
C 0.62137 3.09444 8.86456 -0.76
O 0.91174 2.97667 7.47640 -0.37
C -0.00641 2.06436 6.92932 -0.06
C 0.54775 0.66605 6.97314 -0.68
N 1.85181 0.55643 6.29148 -0.34
C 1.73464 0.80522 4.79056 -0.02
C 3.20352 0.59675 4.11837 -0.52
O 3.14074 1.09987 2.79694 -0.51
C 2.26909 0.47150 1.89709 1.01
H 1.15377 3.92780 9.32299 0.30
H 0.86319 2.18741 9.41856 0.28
H -0.41835 3.37387 9.03486 0.32
H -0.17951 2.37021 5.89753 -0.10
H -0.96097 2.11652 7.45294 0.58
H -0.14779 -0.04760 6.53152 0.23
H 0.69004 0.21912 7.95706 0.34
H 2.35276 1.40259 6.52205 0.40
H 1.45902 1.83931 4.58373 0.02
H 0.95097 0.20558 4.32753 0.16
H 3.53250 -0.44156 4.16070 0.00
H 3.94825 1.27084 4.54154 0.40
H 1.22176 0.51068 2.19652 -0.12
H 2.63030 -0.55589 1.85135 -0.11
H 2.40533 0.97034 0.93756 -0.59
```

2.
Computed, not measured: a structure of composition C3H6O3Sr at a distorted geometry, with ωB97M-V with the def2-TZVPD basis set.

## Properties
- Calculated total energy: -10167.2902 eV
- Spin multiplicity: 1
- Energy relative to the best compared isomer or geometry (same formula, charge and spin): 78.8 kcal/mol
- Gap between HOMO and LUMO: 8.551 eV
- Highest occupied orbital energy: -18.7 eV
- Maximum force: 0.1247 hartree/bohr
- Charge: +2

```
13
Properties=species:S:1:pos:R:3:mulliken_charge:R:1
H 0.90468 1.32258 1.53531 0.32
O 0.54267 -0.41855 -1.64579 -0.40
C 1.07859 -0.46381 -0.56237 0.81
O 0.27254 -0.95254 0.41847 -0.44
Sr -1.85243 0.81078 0.50973 1.88
O 1.82050 0.52270 -0.13117 -0.28
C 1.26677 1.64501 0.54847 -0.59
H 0.49940 2.15969 -0.05650 0.17
H 2.06086 2.38077 0.70332 0.25
C -0.29832 -2.26074 0.12810 -0.70
H -1.21594 -2.26097 0.72236 0.27
H -0.59192 -2.51447 -0.89338 0.41
H 0.47285 -2.98367 0.40400 0.29
```